{
  "formula": "C6H9N",
  "method": "the ωB97M-V functional and the def2-TZVPD basis",
  "species": ["C", "C", "C", "C", "C", "H", "H", "H", "H", "H", "H", "C", "N", "H", "H", "H"],
  "positions_angstrom": [[0.1438, 1.5898, 0.1302], [1.0295, 0.3530, 0.0947], [2.5465, 0.4709, -0.1472], [2.0816, 0.0798, -1.3185], [0.7532, -0.5803, -1.0305], [0.6728, 2.4075, 0.6169], [-0.8105, 1.4342, 0.6513], [-0.1258, 1.8973, -0.8944], [3.4880, 0.9114, 0.2193], [-0.0227, -0.2881, -1.7470], [0.8243, -1.6574, -0.9139], [-1.9563, -1.6539, 0.7332], [-2.3486, -0.4565, 0.5979], [-1.4978, -2.1554, -0.1222], [-2.0364, -2.2431, 1.6543], [-2.7417, -0.1093, 1.4759]],
  "atomic_forces_ev_per_a": [[0.254, 0.112, 0.167], [1.164, 0.790, -0.770], [-1.246, -0.290, 0.605], [0.338, 0.284, -0.774], [-0.007, -0.261, -0.039], [-0.034, 0.115, -0.035], [0.409, -0.233, -0.112], [0.214, -0.071, 0.187], [-1.031, -0.309, 0.124], [-0.117, -0.172, 0.471], [0.194, 0.144, 0.146], [-0.042, 0.160, -0.099], [0.029, -0.416, 0.194], [-0.097, 0.046, 0.092], [-0.001, 0.136, -0.079], [-0.027, -0.035, -0.080]],
  "mulliken_charge": [-1.11, 0.48, -0.11, -0.68, -0.34, 0.38, 0.20, 0.31, 0.35, 0.23, 0.28, -0.28, -0.47, 0.28, 0.24, 0.22],
  "relative_energy_kcal_mol": 129.6,
  "e_lumo_ev": 1.07,
  "homo_energy_ha": -0.2973,
  "spin_multiplicity": 1,
  "total_charge": 0,
  "homo_lumo_gap_ha": 0.3368
}

=====

{
  "formula": "C2CdF6NO2S2",
  "method": "the ωB97M-V functional and the def2-TZVPD basis",
  "species": ["Cd", "N", "S", "O", "C", "F", "F", "F", "S", "O", "C", "F", "F", "F"],
  "positions_angstrom": [[-0.1847, -2.2864, -0.0855], [-0.0851, 0.9481, 0.6757], [-0.8619, 0.6026, -0.7167], [-0.6464, -0.8260, -1.2683], [-2.5685, 0.3675, 0.0505], [-2.8083, 1.3003, 0.9397], [-2.6074, -0.8336, 0.6373], [-3.4628, 0.4099, -0.9143], [1.2060, 0.1496, 1.1923], [1.0129, -1.3880, 1.1223], [2.5142, 0.3496, -0.1788], [2.5969, -0.7383, -0.9293], [2.2158, 1.3881, -0.9352], [3.6793, 0.5567, 0.4105]],
  "atomic_forces_ev_per_a": [[-0.972, -3.239, -0.043], [0.390, -1.443, -0.289], [-0.147, 1.012, -0.115], [-0.709, 2.045, -1.685], [0.046, 0.469, 0.009], [0.043, -0.043, -0.019], [0.069, -0.375, 0.184], [0.027, -0.121, -0.120], [-0.385, 0.765, 0.098], [1.857, 1.089, 2.111], [0.239, 0.111, 0.097], [-0.155, -0.304, -0.236], [-0.195, 0.096, -0.123], [-0.109, -0.062, 0.131]],
  "mulliken_charge": [1.49, -0.33, 0.47, -0.71, 0.81, -0.19, -0.26, -0.18, 0.49, -0.73, 0.75, -0.21, -0.19, -0.20],
  "e_lumo_ev": -6.95,
  "homo_energy_ha": -0.5126,
  "spin_multiplicity": 1,
  "total_charge": 1,
  "homo_lumo_gap_ha": 0.2572
}

=====

{
  "formula": "C3H10NO3",
  "method": "the ωB97M-V functional and the def2-TZVPD basis",
  "species": ["C", "C", "C", "N", "O", "O", "O", "H", "H", "H", "H", "H", "H", "H", "H", "H", "H"],
  "positions_angstrom": [[2.7369, 0.8772, 0.4759], [-2.6002, 0.7492, 0.2247], [1.2492, -0.8595, -0.3932], [2.4598, -0.3960, -0.1731], [0.2686, -0.2543, 0.0502], [-2.6145, -0.3101, -0.8328], [-1.9084, -1.4037, -0.3041], [1.7193, 1.3001, 0.4434], [2.9477, 0.7465, 1.5303], [3.5380, 1.4214, -0.0066], [-1.5680, 0.8933, 0.4194], [-3.2452, 0.2593, 1.0279], [-3.0651, 1.6475, -0.1403], [1.2012, -1.8455, -0.9473], [3.3293, -0.9255, -0.3536], [-3.5340, -0.8237, -0.9658], [-0.9146, -1.0762, -0.0549]],
  "atomic_forces_ev_per_a": [[-2.037, -0.185, 0.395], [-2.581, -1.273, 1.122], [1.400, -1.123, -0.084], [2.635, -0.628, -0.231], [-1.270, -0.380, -0.098], [-1.928, -0.552, -0.890], [0.858, -1.978, 0.769], [0.923, 1.012, 0.003], [0.299, -0.188, 0.186], [-0.205, 0.127, -0.253], [0.690, 0.017, 0.424], [1.359, 1.084, -0.588], [-0.230, 0.134, -0.527], [-0.102, 1.023, 0.546], [-1.360, -0.052, -0.369], [2.290, 1.974, 0.351], [-0.740, 0.988, -0.754]],
  "mulliken_charge": [-0.72, -0.32, 0.21, -0.15, -0.75, -0.08, -0.41, 0.23, 0.31, 0.29, 0.23, 0.28, 0.26, 0.31, 0.28, 0.48, 0.55],
  "relative_energy_kcal_mol": 132.6,
  "e_lumo_ev": -3.62,
  "homo_energy_ha": -0.5228,
  "spin_multiplicity": 1,
  "total_charge": 1,
  "homo_lumo_gap_ha": 0.3898
}

=====

{
  "formula": "C14H25As2Cl3PtSi",
  "method": "the ωB97M-V functional and the def2-TZVPD basis",
  "species": ["Pt", "C", "As", "C", "C", "C", "C", "C", "C", "C", "As", "C", "C", "H", "H", "H", "H", "H", "H", "H", "H", "H", "H", "H", "H", "H", "H", "H", "H", "Cl", "Si", "Cl", "Cl", "C", "C", "C", "C", "H", "H", "H", "H", "H", "H", "H", "H", "H"],
  "positions_angstrom": [[-0.0909, 0.9310, -0.5337], [-0.3055, 0.3504, 3.1226], [0.9155, 0.0640, 1.6476], [2.6347, 0.6205, 2.3185], [0.9436, -1.8495, 1.3798], [1.5806, -2.6993, 2.2740], [1.6025, -4.0698, 2.0467], [0.9906, -4.6008, 0.9226], [0.3517, -3.7638, 0.0173], [0.3226, -2.3935, 0.2508], [-0.5743, -1.3088, -1.0667], [-0.1531, -2.0160, -2.7991], [-2.4792, -1.4725, -0.8379], [-0.3373, 1.4113, 3.3654], [0.0409, -0.2069, 3.9920], [-1.3006, 0.0036, 2.8507], [2.8726, 0.0663, 3.2250], [2.5852, 1.6830, 2.5507], [3.3981, 0.4431, 1.5650], [2.0714, -2.3008, 3.1538], [2.1044, -4.7226, 2.7480], [1.0132, -5.6670, 0.7425], [-0.1146, -4.1950, -0.8604], [-0.6184, -2.9999, -2.8607], [0.9232, -2.1023, -2.9193], [-0.5706, -1.3654, -3.5641], [-2.7319, -2.5326, -0.8197], [-2.9807, -0.9877, -1.6735], [-2.7831, -1.0184, 0.1035], [3.0014, -0.7654, -1.1591], [1.8993, 0.8301, -1.7502], [1.5913, 0.7321, -3.7352], [2.8523, 2.5366, -1.2655], [-2.5360, 4.0866, -1.1334], [-1.5376, 3.0054, -0.6728], [-0.2035, 3.6226, -0.2407], [-1.3471, 1.9974, -1.7872], [-2.7315, 4.7780, -0.3130], [-3.4827, 3.6509, -1.4473], [-2.1114, 4.6465, -1.9664], [-2.0082, 2.5042, 0.1932], [0.2910, 4.1100, -1.0802], [0.5211, 2.8886, 0.1813], [-0.3606, 4.3557, 0.5507], [-0.9112, 2.3202, -2.7284], [-2.2373, 1.3999, -1.9874]],
  "atomic_forces_ev_per_a": [[0.627, 0.527, 0.792], [0.075, -0.045, 0.053], [-0.246, -0.135, -0.218], [0.034, -0.061, -0.052], [-0.068, 0.014, -0.090], [-0.001, 0.047, 0.023], [0.001, -0.004, 0.005], [-0.005, -0.019, -0.016], [-0.028, 0.002, 0.077], [0.054, 0.018, -0.014], [0.027, -0.022, 0.104], [-0.059, 0.039, -0.025], [-0.004, 0.000, 0.013], [-0.007, 0.005, -0.009], [0.005, 0.003, 0.003], [-0.002, 0.008, -0.006], [-0.022, -0.003, 0.002], [-0.009, 0.005, -0.002], [0.012, 0.005, 0.009], [0.000, -0.011, 0.000], [0.000, 0.005, 0.003], [0.004, 0.003, 0.001], [-0.003, -0.006, 0.003], [0.000, 0.001, -0.012], [0.008, -0.011, 0.014], [-0.010, -0.007, -0.005], [0.027, -0.015, -0.009], [-0.015, -0.002, 0.007], [-0.003, 0.004, -0.004], [-0.064, 0.016, -0.035], [-0.038, -0.070, -0.205], [-0.036, 0.061, -0.023], [0.010, -0.057, 0.056], [0.092, 0.057, 0.266], [-0.617, 0.395, -0.480], [-0.200, -0.015, -0.140], [0.243, -1.072, -0.247], [-0.015, 0.018, -0.026], [0.016, -0.022, -0.012], [-0.007, -0.017, -0.025], [0.018, -0.032, 0.020], [0.032, -0.065, -0.005], [0.141, 0.052, 0.081], [0.065, -0.100, 0.105], [0.028, 0.359, 0.108], [-0.057, 0.149, -0.085]],
  "mulliken_charge": [1.17, -1.14, 0.56, -1.11, 0.35, -0.75, -0.81, -0.79, -0.96, 0.68, 0.41, -1.17, -1.17, 0.43, 0.44, 0.39, 0.48, 0.44, 0.32, 0.38, 0.43, 0.44, 0.34, 0.57, 0.39, 0.43, 0.45, 0.43, 0.42, -0.13, 0.39, -0.17, -0.17, -1.64, 0.27, -0.87, -0.83, 0.42, 0.42, 0.39, 0.17, 0.31, 0.02, 0.45, 0.55, 0.38],
  "relative_energy_kcal_mol": 0.0,
  "e_lumo_ev": -8.09,
  "homo_energy_ha": -0.5707,
  "spin_multiplicity": 1,
  "total_charge": 2,
  "homo_lumo_gap_ha": 0.2733
}

=====

{
  "formula": "C2H6BrNOS",
  "method": "the ωB97M-V functional and the def2-TZVPD basis",
  "species": ["C", "C", "N", "O", "S", "Br", "H", "H", "H", "H", "H", "H"],
  "positions_angstrom": [[1.0187, -0.3046, -1.3024], [-0.2740, 1.2388, 0.8658], [-1.2213, -1.2487, -0.5113], [0.5245, -1.3083, 1.2502], [-0.0964, -0.5360, 0.1674], [-3.0906, -1.2965, 1.1272], [0.9415, 0.6403, -1.8245], [1.9714, -0.6853, -0.7752], [0.9128, -0.9934, -2.1278], [-1.0585, 1.8487, 0.4732], [-0.4192, 0.9346, 1.8952], [0.7911, 1.7104, 0.7623]],
  "atomic_forces_ev_per_a": [[1.226, -1.602, 1.331], [2.825, -1.402, -0.128], [-4.788, -0.484, -0.563], [0.325, 1.660, -0.878], [2.019, 0.804, 2.096], [2.492, 0.166, -1.828], [0.322, 0.627, 0.879], [-0.928, 1.483, -1.031], [-0.822, -0.820, 0.249], [-0.435, 0.025, -0.512], [-0.180, 0.385, 0.262], [-2.056, -0.842, 0.124]],
  "mulliken_charge": [-0.98, -0.90, -0.53, -0.59, 1.07, -0.13, 0.34, 0.32, 0.38, 0.31, 0.38, 0.33],
  "relative_energy_kcal_mol": 28.3,
  "e_lumo_ev": [-2.34, -2.32],
  "homo_energy_ha": [-0.3636, -0.3635],
  "spin_multiplicity": 1,
  "total_charge": 0,
  "homo_lumo_gap_ha": [0.2777, 0.2783]
}